Entry 1:
C21H19BrGaN2O4 as an isolated structure. Source: OMol25; level of theory: wB97M-V/def2-TZVPD.

```
48
Properties=species:S:1:pos:R:3
Ga -0.83 -0.02 -0.89
C -2.48 -0.86 2.40
C -1.43 -1.50 1.56
C -1.70 -1.81 0.18
C -0.83 -2.70 -0.51
C -1.25 -3.35 -1.79
C 0.40 -2.99 0.05
C 0.75 -2.53 1.33
C 2.10 -2.84 1.88
C -0.21 -1.85 2.09
H -2.94 -1.62 3.08
H -3.29 -0.42 1.80
H -2.04 -0.06 3.05
H -2.75 -1.76 -0.15
H -1.47 -4.42 -1.62
H -0.45 -3.29 -2.56
H -2.15 -2.86 -2.22
H 1.13 -3.60 -0.51
H 2.18 -3.92 2.15
H 2.31 -2.23 2.78
H 2.89 -2.62 1.13
H 0.02 -1.60 3.14
O -0.71 -0.04 -4.78
C -0.92 0.21 -3.60
O -0.77 -0.67 -2.62
C -1.41 1.55 -3.15
C -1.74 2.57 -4.03
C -2.25 3.76 -3.51
C -2.43 3.88 -2.13
C -2.07 2.82 -1.31
N -1.57 1.68 -1.82
H -1.59 2.41 -5.10
H -2.52 4.58 -4.18
H -2.85 4.79 -1.69
H -2.17 2.87 -0.23
Br 6.12 0.96 1.39
C 4.33 1.36 1.81
C 4.03 2.14 2.95
N 2.79 2.47 3.27
C 1.78 2.06 2.50
C 1.99 1.27 1.37
C 3.29 0.90 1.03
C 0.88 0.84 0.55
O -0.34 1.17 0.81
O 1.10 0.08 -0.47
H 4.81 2.52 3.60
H 0.78 2.37 2.81
H 3.49 0.28 0.15
```

As for the largest force on an atom: 2.67 eV/Å. As for the total charge: +1. The value obtained for the energy is -5720.8200 Ha. The molecular weight comes out at 513.02 g mol⁻¹.


Entry 2:
An isolated molecule of C19H17N3O7S2. Source: OMol25; level of theory: wB97M-V/def2-TZVPD.

```
48
Properties=species:S:1:pos:R:3
C 2.54 -2.58 3.79
O 2.30 -2.52 2.40
C 1.35 -1.65 1.95
C 0.72 -0.68 2.72
C -0.21 0.17 2.14
C -0.52 0.08 0.79
C -1.48 0.99 0.20
N -1.74 0.96 -1.04
N -2.67 1.68 -1.63
C -2.62 2.87 -2.01
N -3.64 3.44 -2.74
C -3.56 4.75 -3.09
O -4.42 5.37 -3.66
C -2.21 5.35 -2.69
C -2.43 6.58 -1.83
C -3.27 6.27 -0.61
O -3.83 5.24 -0.40
O -3.33 7.32 0.22
S -1.28 4.04 -1.83
C 0.10 -0.91 0.02
C 1.02 -1.76 0.59
O 1.62 -2.73 -0.18
S 1.48 -4.28 0.29
O 1.34 -5.03 -0.92
O 0.46 -4.39 1.28
C 3.09 -4.66 0.96
C 4.21 -4.21 0.30
C 5.46 -4.56 0.79
C 5.57 -5.35 1.92
C 4.43 -5.81 2.57
C 3.17 -5.46 2.08
H 2.96 -1.64 4.16
H 3.27 -3.38 3.92
H 1.63 -2.82 4.34
H 0.94 -0.58 3.77
H -0.69 0.92 2.76
H -1.97 1.70 0.88
H -4.49 2.92 -2.88
H -1.66 5.62 -3.59
H -1.48 7.02 -1.50
H -2.97 7.34 -2.41
H -3.89 7.12 0.99
H -0.15 -1.01 -1.02
H 4.10 -3.60 -0.58
H 6.35 -4.21 0.30
H 6.54 -5.62 2.30
H 4.51 -6.44 3.44
H 2.26 -5.79 2.56
```

As for the largest force on an atom: 2.24 eV/Å. As for the total charge: 0. For the energy above the lowest of the compared OMol25 structures with the same formula, charge and spin, the calculation gives 1.9 kcal/mol. The value obtained for the energy is -2221.5391 Ha. As for the SMILES: COc1ccc(/C=N/N=C2/NC(=O)[C@@H](CC(=O)O)S2)cc1OS(=O)(=O)c1ccccc1. The molecular weight comes out at 463.49 g mol⁻¹.


Entry 3:
C20H35FFeN3O5Si3 as an isolated structure. Source: OMol25; level of theory: wB97M-V/def2-TZVPD.

```
68
Properties=species:S:1:pos:R:3
Fe -0.21 0.55 0.09
C 2.80 0.30 -0.64
O 1.77 0.29 0.34
Si 1.71 0.42 2.03
C 2.22 2.15 2.52
C 2.99 -0.68 2.83
C -0.10 -0.02 2.03
Si -0.40 -1.90 2.02
C 0.81 -2.97 1.06
C -0.28 -2.61 3.76
C -2.12 -2.27 1.35
Si -1.00 0.81 3.45
C -1.20 2.68 3.27
C -0.03 0.57 5.05
C -2.72 0.14 3.86
H 3.59 -0.38 -0.32
H 3.20 1.30 -0.77
H 2.37 -0.05 -1.57
H 3.29 2.27 2.31
H 2.10 2.30 3.60
H 1.66 2.93 2.01
H 3.99 -0.31 2.59
H 2.94 -1.73 2.54
H 2.89 -0.62 3.91
H 1.79 -3.05 1.53
H 0.94 -2.65 0.03
H 0.39 -3.98 1.05
H 0.70 -2.41 4.20
H -0.39 -3.70 3.70
H -1.04 -2.25 4.46
H -2.13 -2.11 0.27
H -2.89 -1.65 1.80
H -2.36 -3.32 1.54
H -0.24 3.18 3.46
H -1.91 3.02 4.02
H -1.53 3.00 2.29
H 1.03 0.82 4.96
H -0.09 -0.45 5.42
H -0.44 1.22 5.83
H -3.48 0.35 3.11
H -3.03 0.63 4.79
H -2.72 -0.93 4.04
N -3.97 0.46 -1.39
C -4.36 1.06 -0.22
C -3.21 1.28 0.48
N -2.15 0.81 -0.25
C -2.63 0.32 -1.37
H -4.57 0.16 -2.14
H -5.38 1.29 0.00
H -3.08 1.75 1.43
H -2.05 -0.15 -2.14
O 0.19 1.81 -1.60
C 0.14 2.76 -0.79
O -0.06 2.51 0.44
C 0.30 4.18 -1.23
C 0.56 4.45 -2.56
C 0.72 5.76 -2.98
C 0.61 6.77 -2.04
C 0.35 6.52 -0.70
C 0.20 5.21 -0.30
N 0.77 8.17 -2.48
O 0.69 9.04 -1.63
O 1.02 8.37 -3.65
H 0.64 3.63 -3.26
H 0.92 6.01 -4.01
H 0.27 7.35 -0.01
H -0.01 4.97 0.74
F -0.30 -1.02 -0.77
```

As for the largest force on an atom: 0.51 eV/Å. As for the expectation value of S²: 0.783. As for the total charge: 0. The spin multiplicity is 2. The value obtained for the energy is -3555.7360 Ha. The molecular weight comes out at 556.62 g mol⁻¹.